(1)
The following is a quantum chemistry calculation of a structure of composition C3H7BrCuNO in a non-equilibrium geometry, from OMol25.

Output
**Energy**: -121444.8919 eV
**Relative energy (zero: lowest compared OMol25 entry of this formula, charge and spin)**: 0.0 kJ/mol
**E_HOMO**: -0.318 Ha
**Gap between HOMO and LUMO**: 8.64 eV
**Maximum force**: 1.62 eV Å⁻¹

The geometry in XYZ format:
```
14
Properties=species:S:1:pos:R:3:forces:R:3
Cu 15.753 27.588 22.496 -0.2 -1.1 -0.6
Br 14.984 25.219 22.945 0.5 1.5 -0.2
C 16.227 28.690 19.515 0.2 -0.1 -0.1
O 16.407 28.800 20.730 -0.4 -0.3 0.8
N 16.103 27.571 18.811 0.2 0.0 0.1
C 15.853 27.657 17.371 -0.3 -0.2 0.5
C 16.047 26.252 19.423 -0.9 -0.1 -0.1
H 16.182 29.580 18.872 0.1 0.1 0.2
H 16.445 28.445 16.915 0.0 0.0 0.0
H 14.786 27.837 17.227 0.0 0.0 -0.3
H 16.107 26.694 16.937 0.1 0.1 -0.1
H 15.105 25.776 19.130 0.2 -0.1 -0.3
H 16.888 25.640 19.108 0.1 0.0 0.2
H 15.924 26.298 20.501 0.6 0.1 0.0
```
Forces are in eV/Å.



(2)
The following is a quantum chemistry calculation of a structure of composition C3H7BrGaN2OPd in a non-equilibrium geometry, from OMol25.

Output
**Energy**: -134138.9411 eV
**Charge**: +1
**E_HOMO**: -0.462 Ha
**Gap between HOMO and LUMO**: 3.06 eV
**Maximum force**: 1.83 eV Å⁻¹

The geometry in XYZ format:
```
16
Properties=species:S:1:pos:R:3:forces:R:3
C 1.892 0.124 0.886 0.7 -0.5 -0.4
C 1.397 -0.848 -0.237 0.7 0.4 0.9
N 0.503 -0.236 -1.218 0.3 -1.2 0.8
Ga -1.109 0.508 -0.429 -1.1 0.2 0.2
Br -0.908 2.919 -0.070 -0.6 0.4 -0.3
N -1.719 -0.419 1.146 0.1 0.7 -0.9
C -2.186 -1.506 0.832 1.3 1.0 0.8
O -2.486 -2.588 0.593 -0.9 -1.3 -0.3
H 1.077 0.699 1.395 0.5 -0.3 -0.6
H 2.687 0.782 0.444 -1.0 -0.2 0.5
H 2.402 -0.472 1.690 -0.5 0.5 -0.8
H 2.313 -1.189 -0.814 -0.8 0.1 0.4
H 0.988 -1.775 0.255 0.1 0.5 -0.7
H 0.217 -1.010 -1.840 0.1 0.6 -0.1
H -2.265 0.370 -1.551 0.3 0.2 0.1
Pd -2.800 4.639 -1.082 0.9 -1.1 0.4
```
Forces are in eV/Å.



(3)
The following is a quantum chemistry calculation of a cluster of 2 separate species, C3H7BrN2O in total in a non-equilibrium geometry, from OMol25.

Output
**Energy**: -78289.8509 eV
**Relative energy (zero: lowest compared OMol25 entry of this formula, charge and spin)**: 377.7 kJ/mol
**E_HOMO (spin up / spin down)**: -0.267 / -0.268 Ha
**Gap between HOMO and LUMO (spin up / spin down)**: 6.86 / 6.94 eV
**Maximum force**: 4.30 eV Å⁻¹

The geometry in XYZ format:
```
14
Properties=species:S:1:pos:R:3:forces:R:3
C -0.074 1.164 -0.193 -3.3 2.7 0.0
C 0.013 -1.015 0.678 0.1 -1.5 0.5
C 1.821 -0.004 -0.847 1.3 -0.6 0.4
N -2.346 0.327 0.912 0.6 1.8 -0.6
N 0.482 0.044 -0.222 1.7 -1.8 0.4
O -0.291 2.291 -0.415 0.8 -1.3 0.1
Br -3.448 -0.519 -0.380 0.3 0.2 0.1
H -0.978 -0.552 1.045 0.7 -1.2 -0.5
H -0.050 -1.880 -0.035 -0.2 0.3 1.3
H 0.679 -1.234 1.593 -0.4 0.5 -1.8
H 2.567 -0.289 -0.090 -0.4 0.2 0.1
H 2.088 -0.697 -1.698 -1.5 0.7 0.6
H 1.997 1.024 -1.066 0.7 0.6 -0.8
H -2.460 1.342 0.719 -0.4 -0.8 0.2
```
Forces are in eV/Å.



(4)
The following is a quantum chemistry calculation of a structure of composition C3H7CdMgO3 in a non-equilibrium geometry, from OMol25.

Output
**Energy**: -19371.6676 eV
**Relative energy (zero: lowest compared OMol25 entry of this formula, charge and spin)**: 3.1 kJ/mol
**<S²>**: 0.753
**E_HOMO (spin up / spin down)**: -0.274 / -0.274 Ha
**Spin multiplicity**: 2
**Gap between HOMO and LUMO (spin up / spin down)**: 6.72 / 6.68 eV
**Maximum force**: 5.54 eV Å⁻¹

The geometry in XYZ format:
```
15
Properties=species:S:1:pos:R:3:forces:R:3
O 2.005 -1.423 -0.138 3.3 0.9 -0.6
C 2.173 -0.169 -0.706 0.2 0.2 -0.2
C 1.209 0.848 -0.107 0.5 0.6 0.0
O -0.092 0.233 -0.095 -0.9 1.7 -0.4
C -1.171 1.033 0.207 0.9 0.5 0.5
Cd 0.195 -1.852 0.253 -3.9 -3.7 1.1
H 2.010 -0.192 -1.804 0.0 0.0 0.2
H 3.195 0.230 -0.552 -0.2 -0.2 0.0
H 1.165 1.773 -0.701 0.0 -0.2 0.1
H 1.470 1.088 0.935 0.0 -0.1 -0.2
H -3.319 -0.305 0.509 -1.7 -5.3 0.4
H -1.149 2.016 -0.272 -0.2 -0.3 0.0
Mg -2.530 -2.867 0.603 0.8 1.6 -0.1
O -3.696 -1.385 0.612 1.7 4.3 -0.4
H -1.466 0.972 1.256 -0.4 -0.1 -0.3
```
Forces are in eV/Å.



(5)
The following is a quantum chemistry calculation of a cluster of 2 separate species, C3H7Cl2N in total in a non-equilibrium geometry, from OMol25.

Output
**Energy**: -29757.5030 eV
**Relative energy (zero: lowest compared OMol25 entry of this formula, charge and spin)**: 209.3 kJ/mol
**E_HOMO**: -0.304 Ha
**Gap between HOMO and LUMO**: 9.12 eV
**Maximum force**: 6.46 eV Å⁻¹

The geometry in XYZ format:
```
13
Properties=species:S:1:pos:R:3:forces:R:3
C 0.926 -1.642 0.144 2.7 -0.9 1.4
C 0.655 -0.233 0.480 -4.0 1.0 -2.7
C -1.044 0.557 -0.553 1.4 -0.1 6.3
N -1.165 1.939 -0.250 0.9 0.5 -1.0
Cl 1.848 0.871 -0.026 1.1 0.7 -0.1
Cl -2.432 -0.341 0.209 0.6 0.2 -0.4
H 1.093 -1.903 -0.870 -0.3 0.4 -1.4
H 0.301 -2.403 0.567 -0.8 0.1 0.4
H 1.971 -1.873 0.549 -1.2 0.2 -0.1
H 0.215 0.029 1.407 0.1 -0.1 1.1
H -0.892 0.162 -1.471 0.3 -0.3 -3.1
H -0.856 2.275 0.667 -0.5 -1.1 0.0
H -0.620 2.562 -0.852 -0.4 -0.6 -0.4
```
Forces are in eV/Å.



(6)
The following is a quantum chemistry calculation of a cluster of 2 separate species, C3H7Cl2N2O2 in total in a non-equilibrium geometry, from OMol25.

Output
**Energy**: -35330.6432 eV
**Charge**: +1
**Relative energy (zero: lowest compared OMol25 entry of this formula, charge and spin)**: 20.8 kJ/mol
**E_HOMO**: -0.543 Ha
**Gap between HOMO and LUMO**: 9.32 eV
**Maximum force**: 5.79 eV Å⁻¹

The geometry in XYZ format:
```
16
Properties=species:S:1:pos:R:3:forces:R:3
C -2.274 1.123 -0.166 0.2 2.4 2.7
C 3.073 -0.297 -0.636 1.2 5.0 2.6
C 1.855 0.065 0.207 -1.2 -1.5 0.8
N -0.875 -0.451 -0.941 0.6 0.3 0.5
N 0.372 -0.563 -1.207 1.0 1.1 1.1
O 0.801 -1.119 -2.162 -0.4 -0.8 -0.8
O -1.190 0.246 0.160 -0.2 -0.5 1.5
Cl 4.111 -0.892 0.692 0.1 -0.2 -0.4
Cl 1.583 1.665 0.702 0.3 -0.8 -0.4
H -1.910 1.588 -1.049 -0.5 1.0 -0.8
H -2.272 1.876 0.757 -0.2 -1.5 -2.2
H -3.289 0.707 -0.265 0.6 -0.5 0.0
H 2.904 -0.940 -1.389 -0.6 -2.7 -2.2
H 3.602 0.658 -1.093 -1.3 -1.9 1.0
H 1.447 -0.738 0.976 1.0 1.8 -1.8
H -1.689 -0.846 -1.332 -0.6 -1.3 -1.7
```
Forces are in eV/Å.



(7)
The following is a quantum chemistry calculation of the molecule C3H7Cl2P in a non-equilibrium geometry, from OMol25.

Output
**Energy**: -37553.7259 eV
**Relative energy (zero: lowest compared OMol25 entry of this formula, charge and spin)**: 0.0 kJ/mol
**<S²>**: 2.012
**E_HOMO (spin up / spin down)**: -0.273 / -0.359 Ha
**Spin multiplicity**: 3
**Gap between HOMO and LUMO (spin up / spin down)**: 8.12 / 8.35 eV
**Maximum force**: 4.18 eV Å⁻¹

The geometry in XYZ format:
```
13
Properties=species:S:1:pos:R:3:forces:R:3
C 0.777 -0.448 1.522 -0.6 1.4 1.9
C 1.265 1.078 -0.376 2.4 2.2 0.1
C 0.362 0.377 0.387 -0.7 -2.5 0.5
P -2.345 -1.548 -2.057 0.6 0.5 -4.1
Cl 0.997 2.947 0.208 0.3 -0.3 -0.3
Cl -1.141 0.041 -0.389 0.2 0.8 1.1
H 0.976 0.222 2.390 -0.6 -0.3 -0.1
H 0.139 -1.256 1.820 -0.7 -0.1 0.1
H 1.726 -0.870 1.429 1.8 -0.8 -0.9
H 2.370 0.912 -0.151 -1.6 0.2 -0.5
H 0.967 1.109 -1.400 0.4 0.3 -0.7
H -2.832 -2.100 -0.969 -1.6 -0.6 2.2
H -3.262 -0.463 -2.415 0.2 -0.9 0.9
```
Forces are in eV/Å.



(8)
The following is a quantum chemistry calculation of the ion C3H7Cl3N2OP with charge +1 in a non-equilibrium geometry, from OMol25.

Output
**Energy**: -55102.9539 eV
**Charge**: +1
**Relative energy (zero: lowest compared OMol25 entry of this formula, charge and spin)**: 0.0 kJ/mol
**E_HOMO**: -0.544 Ha
**SMILES**: CN(C)/C(Cl)=[NH+]/P(=O)(Cl)Cl
**Gap between HOMO and LUMO**: 10.88 eV
**Maximum force**: 5.86 eV Å⁻¹

The geometry in XYZ format:
```
17
Properties=species:S:1:pos:R:3:forces:R:3
C 0.437 -1.662 0.994 -1.8 0.0 0.0
N 0.793 -0.336 0.619 2.3 1.4 -0.7
C 1.913 0.268 1.291 -1.8 4.7 3.1
C 0.111 0.414 -0.208 -0.6 -1.6 -0.5
Cl 0.466 2.006 -0.520 0.6 1.2 0.3
N -0.931 -0.022 -0.919 -0.2 1.6 -0.8
P -1.865 1.088 -1.973 0.5 -1.3 -0.5
O -1.186 1.845 -3.008 0.2 -0.2 0.3
Cl -3.120 -0.276 -2.642 -0.3 -0.3 -0.2
Cl -2.840 2.071 -0.635 -0.8 0.9 0.8
H 1.103 -2.347 1.443 1.8 0.4 0.8
H -0.352 -1.455 1.686 -1.0 -0.9 0.5
H 0.165 -2.239 0.155 -1.0 -0.4 -1.1
H 1.605 0.558 2.391 0.2 -0.9 -1.7
H 2.785 -0.264 1.455 1.6 -1.5 -0.7
H 2.056 1.335 0.913 0.5 -2.0 0.2
H -1.141 -0.982 -1.042 -0.1 -1.1 0.2
```
Forces are in eV/Å.



(9)
The following is a quantum chemistry calculation of a structure of composition C3H7Cl4Hg2O in a non-equilibrium geometry, from OMol25.

Output
**Energy**: -63670.0646 eV
**Charge**: +3
**Relative energy (zero: lowest compared OMol25 entry of this formula, charge and spin)**: 123.7 kJ/mol
**E_HOMO**: -0.702 Ha
**Gap between HOMO and LUMO**: 2.09 eV
**Maximum force**: 2.78 eV Å⁻¹

The geometry in XYZ format:
```
17
Properties=species:S:1:pos:R:3:forces:R:3
Hg 0.797 -2.658 3.532 0.8 0.7 -0.5
Hg 4.260 -1.536 2.899 -0.5 0.6 -0.5
C 1.049 -0.367 1.429 -0.7 0.3 -0.5
O 2.042 -1.113 2.122 -0.3 -2.0 1.9
H 0.235 -1.071 1.262 0.0 0.0 -0.6
H 0.573 0.459 1.958 0.7 0.2 0.4
H 1.454 -0.040 0.471 0.1 0.0 -0.1
C -0.747 -1.231 -2.620 0.6 -0.3 0.9
Cl -1.538 -2.129 -1.300 0.2 0.7 -0.6
Cl 0.958 -0.777 -2.208 -1.2 -0.3 -0.5
H -0.796 -1.898 -3.481 0.5 -0.2 -0.2
H -1.288 -0.336 -2.926 -0.1 0.2 0.4
C -1.401 2.440 -0.169 0.0 0.5 -0.5
Cl -0.472 2.736 -1.606 0.1 -0.1 -0.1
Cl -2.542 3.648 0.221 -0.5 0.2 0.1
H -1.869 1.460 -0.262 -0.3 -0.3 0.1
H -0.714 2.413 0.676 0.4 -0.2 0.3
```
Forces are in eV/Å.



(10)
The following is a quantum chemistry calculation of a structure of composition C3H7Cl4OY in a non-equilibrium geometry, from OMol25.

Output
**Energy**: -56366.3808 eV
**Charge**: +3
**<S²>**: 0.754
**E_HOMO (spin up / spin down)**: -0.754 / -0.670 Ha
**Spin multiplicity**: 2
**Gap between HOMO and LUMO (spin up / spin down)**: 5.85 / 1.72 eV
**Maximum force**: 6.41 eV Å⁻¹

The geometry in XYZ format:
```
16
Properties=species:S:1:pos:R:3:forces:R:3
Y 0.208 -2.716 -1.400 -0.9 5.2 2.7
C -0.908 0.326 0.265 -0.8 0.5 -0.1
O -0.177 -0.574 -0.541 1.4 -5.8 -2.3
H -0.439 0.583 1.215 0.4 -0.4 -0.1
H -1.000 1.255 -0.298 -0.1 0.1 -0.1
H -1.906 -0.065 0.458 0.0 0.0 0.0
C 1.175 -1.197 3.767 1.9 0.3 -0.3
Cl 0.768 -2.571 2.723 -0.4 -0.1 0.2
Cl 2.952 -1.301 4.206 -1.4 0.2 0.0
H 1.129 -0.302 3.147 -0.1 0.1 0.1
H 0.577 -1.080 4.670 0.0 -0.5 -0.1
C -0.407 1.420 -3.720 -0.8 1.3 0.7
Cl 0.149 2.870 -2.720 -0.5 -1.2 -1.0
Cl -2.163 1.230 -3.795 1.0 0.0 0.2
H -0.044 1.546 -4.740 0.3 0.2 -0.1
H 0.086 0.577 -3.237 0.0 0.0 0.0
```
Forces are in eV/Å.



Question: Which formula does entry 2 have?
Answer: C3H7BrGaN2OPd



Question: The highest maximum force belongs to which entry?
Answer: C3H7Cl2N